A molecular structure, C42H52Br2CrN3O3, computed with wB97M-V/def2-TZVPD.

Geometry as XYZ:
```
103
Properties=species:S:1:pos:R:3:forces:R:3
Cr -0.021696 -0.586623 -0.059557 0.2 -0.6 -0.5
O 4.122915 0.686580 0.598725 0.0 0.0 0.0
C 4.233432 1.586312 -0.415785 -0.1 0.0 0.1
C 5.376435 2.379261 -0.517708 0.0 0.0 0.0
C 5.518831 3.309043 -1.529434 0.0 0.0 0.0
C 4.513361 3.459115 -2.472972 0.0 0.0 0.0
C 3.386067 2.663614 -2.373259 0.0 0.0 0.0
C 3.208184 1.727981 -1.353926 0.0 0.0 -0.1
C 1.907170 0.940224 -1.386444 0.1 -0.1 0.0
O 1.785780 -0.042844 -0.459898 -0.1 -0.1 0.1
N 0.774376 1.958080 -1.235982 -0.1 0.1 0.2
N -0.063909 1.543641 -0.258314 -0.1 0.3 0.1
C -0.705195 2.345630 0.498289 0.1 -0.1 -0.1
C -1.413382 1.828281 1.672912 -0.2 0.2 0.0
Br -0.630669 0.208883 2.312763 0.0 0.1 0.3
C -2.448389 2.468466 2.225204 0.1 -0.1 -0.1
C -3.331116 2.175184 3.357869 0.1 0.0 -0.1
C -4.552570 2.853308 3.383792 0.0 0.0 0.0
C -5.484185 2.607560 4.377560 0.0 0.0 0.0
C -5.200659 1.686051 5.374643 0.0 0.0 0.0
C -3.982709 1.022185 5.372750 0.0 0.0 0.0
C -3.052796 1.259749 4.373818 0.0 0.0 0.0
H 4.937125 0.711202 1.113245 0.0 0.0 0.0
H 6.162525 2.256815 0.219811 0.0 0.0 0.0
H 6.416545 3.910399 -1.580602 0.0 0.0 0.0
H 4.610651 4.172371 -3.278871 0.0 0.0 0.0
H 2.608350 2.751682 -3.124386 0.0 0.0 0.0
H 1.794411 0.536685 -2.405265 0.0 0.1 0.0
H 1.127082 2.894328 -1.053794 0.0 0.0 -0.1
H -0.678737 3.424704 0.348736 0.0 0.0 0.0
H -2.735510 3.359529 1.671366 0.0 0.0 0.0
H -4.777414 3.567783 2.601903 0.0 0.0 0.0
H -6.428421 3.135222 4.373067 0.0 0.0 0.0
H -5.924687 1.488472 6.153948 0.0 0.0 0.0
H -3.751982 0.311243 6.154868 0.0 0.0 0.0
H -2.112663 0.733358 4.402221 0.0 0.0 0.0
C -4.620854 -1.602484 -5.998278 0.0 0.0 0.0
C -4.899823 -0.393189 -5.097402 0.0 0.0 0.0
C -4.423623 0.882242 -5.805413 0.0 0.0 0.0
C -6.410820 -0.296870 -4.886494 0.0 0.0 0.0
C -4.145830 -0.538195 -3.776473 0.1 0.0 -0.1
C -2.786371 -0.840597 -3.778688 -0.1 0.1 0.0
C -2.118740 -0.903660 -2.580235 -0.1 0.0 0.1
Br -0.261945 -1.341630 -2.575236 0.1 0.2 0.0
C -2.690970 -0.685933 -1.313001 0.0 0.0 0.1
O -1.948662 -0.693695 -0.226904 -0.1 0.1 0.1
C -4.086349 -0.452994 -1.307989 0.1 -0.1 -0.1
C -4.741692 -0.357200 -2.536818 0.0 -0.1 0.0
C -4.969382 -0.309599 -0.057829 0.0 0.0 0.0
C -4.284975 -0.604541 1.276184 0.0 -0.1 0.0
C -6.142255 -1.297747 -0.174704 0.0 0.0 0.0
C -5.518487 1.123612 0.005659 0.0 0.0 0.0
H -5.219988 -1.539702 -6.908647 0.0 0.0 0.0
H -4.867708 -2.533826 -5.487782 0.0 0.0 0.0
H -3.575085 -1.651474 -6.300039 0.0 0.0 0.0
H -4.913474 0.990264 -6.775346 0.0 0.0 0.0
H -3.345892 0.859290 -5.970438 0.0 0.0 0.0
H -4.651745 1.763516 -5.204437 0.0 0.0 0.0
H -6.911788 -0.256792 -5.854611 0.0 0.0 0.0
H -6.685354 0.604776 -4.338080 0.0 0.0 0.0
H -6.797251 -1.159816 -4.342715 0.0 0.0 0.0
H -2.245792 -1.011758 -4.699015 0.0 0.0 0.0
H -5.799724 -0.141592 -2.510597 0.0 0.0 0.0
H -3.861908 -1.605622 1.300279 0.0 0.0 0.0
H -5.033867 -0.516117 2.068192 0.0 0.0 0.0
H -3.483880 0.092114 1.479702 0.1 0.1 0.0
H -5.773758 -2.313472 -0.328835 0.0 0.0 0.0
H -6.810929 -1.054581 -1.000100 0.0 0.0 0.0
H -6.730892 -1.280969 0.744572 0.0 0.0 0.0
H -4.699422 1.842063 0.088683 0.0 0.0 0.0
H -6.164636 1.240729 0.879371 0.0 0.0 0.0
H -6.099252 1.377972 -0.882037 0.0 0.0 0.0
C -1.976117 -5.970068 -2.103733 0.0 0.0 0.0
C -1.925968 -5.063486 -0.904707 0.0 0.0 0.0
C -2.934468 -5.081652 0.048776 0.0 0.0 0.0
C -2.894748 -4.229719 1.150480 0.0 0.0 0.0
C -3.994736 -4.257830 2.177524 0.0 0.0 0.0
C -1.827380 -3.354869 1.279615 -0.1 -0.1 0.1
C -0.796680 -3.309384 0.340873 -0.1 -0.1 0.0
C -0.865553 -4.176712 -0.746886 0.0 0.1 0.0
N 0.273892 -2.400924 0.516209 0.0 0.3 0.1
C 1.586302 -2.972616 0.901495 0.0 -0.1 0.0
C 2.241383 -2.034774 1.919069 0.0 0.0 0.0
C 2.514416 -3.143523 -0.307997 0.0 0.0 0.0
C 1.407419 -4.332700 1.583282 0.1 0.0 0.0
H -2.823264 -6.652483 -2.047205 0.0 0.0 0.0
H -1.066242 -6.565817 -2.187383 0.0 0.0 0.0
H -2.072642 -5.393165 -3.025185 0.0 0.0 0.0
H -3.762351 -5.773886 -0.062105 0.0 0.0 0.0
H -4.362769 -5.272763 2.331418 0.0 0.0 0.0
H -4.844042 -3.644197 1.866823 0.0 0.0 0.0
H -3.647966 -3.871735 3.136240 0.0 0.0 0.0
H -1.775234 -2.692218 2.136572 0.0 0.0 0.0
H -0.080407 -4.149962 -1.491839 0.0 0.0 0.0
H 1.615006 -1.967127 2.812827 0.0 0.0 0.0
H 2.402421 -1.041275 1.507877 0.0 0.1 -0.1
H 3.212880 -2.431204 2.223793 0.0 0.0 0.0
H 3.482095 -3.542984 0.005138 0.0 0.0 0.0
H 2.085190 -3.843542 -1.025888 0.0 0.0 0.0
H 2.679874 -2.183799 -0.795443 0.0 0.0 0.0
H 0.682399 -4.270438 2.396267 0.0 0.0 0.0
H 2.364919 -4.650353 1.999768 0.0 0.0 0.0
H 1.068044 -5.101288 0.889726 0.0 0.0 0.0
```
Positions in Å, forces in eV/Å.

Summary:
Lowest unoccupied orbital energy (alpha / beta) in eV: -0.41 / -0.52
Net charge: 0
2S+1: 4
Energy in eV: -223517.730

Atom charges from the Mulliken analysis, given in e for atoms 1 to 2: -0.4371, -0.3007

***

A molecular structure, C42H52N6SSn, computed with wB97M-V/def2-TZVPD.

Geometry as XYZ:
```
102
Properties=species:S:1:pos:R:3:forces:R:3
Sn -0.021131 0.047105 0.077169 1.4 0.7 0.4
C -2.114521 5.345284 -1.771379 0.1 0.2 0.0
C -0.663120 5.566328 -1.324148 -0.2 -0.1 -0.1
C 0.057250 4.266486 -1.331635 0.4 -0.3 -0.4
C 0.804792 3.688845 -2.323331 -0.4 0.4 0.4
C 1.163849 4.278284 -3.649525 0.2 0.1 0.1
C 2.540172 4.957400 -3.674007 -0.2 -0.1 -0.1
C 1.144779 2.361043 -1.850948 0.2 -0.2 -0.2
N 0.611147 2.129015 -0.645928 -0.3 -1.2 0.6
C -0.067053 3.276933 -0.273823 -0.2 0.0 0.1
C -0.753317 3.457202 0.895152 -0.1 -0.1 0.1
C -0.878810 2.540706 1.971291 -0.1 0.3 -0.3
C -1.574819 2.804518 3.216895 0.0 -0.4 0.5
C -2.246991 4.085795 3.559643 0.2 0.1 0.1
C -1.187512 5.108185 3.984882 -0.2 0.0 0.0
C -1.354757 1.722993 4.022628 -0.2 0.5 -0.3
C -0.565093 0.790522 3.241407 0.1 -0.3 0.0
C -0.089554 -0.410399 3.675455 -0.1 -0.1 0.0
C 0.697278 -1.336777 2.946579 -0.2 0.2 0.3
N 1.144619 -1.153492 1.706233 -0.4 0.7 -1.0
C 1.925747 -2.259220 1.395388 0.1 0.0 -0.3
C 2.581797 -2.453977 0.216035 0.0 0.0 0.0
C 2.615271 -1.585035 -0.907792 -0.1 -0.1 0.2
N 1.975668 -0.415020 -0.973200 -1.1 0.4 0.6
C 2.344421 0.185953 -2.167199 -0.1 0.2 0.0
C 1.963929 1.437600 -2.559042 -0.1 0.0 -0.1
C 3.252295 -0.697680 -2.881635 0.1 -0.5 0.3
C 3.402531 -1.811490 -2.101213 0.0 0.4 -0.5
C 4.291516 -2.985981 -2.330757 0.2 0.1 0.1
C 5.639488 -2.754439 -1.642146 -0.1 -0.2 -0.1
C 3.862507 -0.416221 -4.210308 -0.2 -0.1 -0.1
C 2.912200 -0.762556 -5.363559 0.2 0.1 0.1
C 1.942032 -3.169540 2.527756 -0.4 0.2 0.5
C 1.157708 -2.598850 3.488272 0.6 -0.3 -0.2
C 0.726937 -3.149584 4.800898 -0.2 -0.2 -0.1
C -0.670001 -3.762491 4.651772 0.1 0.0 0.1
C 2.592251 -4.506659 2.520387 -0.2 -0.1 -0.1
C 1.758042 -5.503369 1.705537 0.1 0.0 0.1
N -0.309789 1.337767 1.990605 0.4 -0.8 -0.9
C -1.835773 1.479799 5.412977 -0.1 0.0 -0.1
C -3.155052 0.698752 5.442681 0.2 0.1 0.1
H -2.647683 6.290631 -1.768835 -0.1 0.1 0.0
H -2.141709 4.937380 -2.778778 -0.1 -0.1 -0.1
H -2.628808 4.654360 -1.105398 -0.1 0.0 0.0
H -0.185219 6.278284 -1.996524 0.1 0.0 0.1
H -0.658038 5.988272 -0.318285 0.1 0.1 -0.1
H 1.136032 3.496524 -4.412094 -0.1 0.0 0.0
H 0.401932 5.013545 -3.915030 0.0 -0.1 -0.1
H 3.338127 4.255897 -3.442067 0.1 -0.1 0.1
H 2.730315 5.365850 -4.663465 0.0 0.0 -0.1
H 2.587561 5.776992 -2.961825 0.0 0.0 0.1
H -1.236255 4.414976 1.036720 0.0 0.0 0.0
H -2.806924 4.459825 2.699902 -0.1 0.0 0.1
H -2.950697 3.929323 4.378370 -0.1 0.0 -0.1
H -0.479806 5.291877 3.180247 0.1 0.1 0.0
H -1.659512 6.045469 4.257267 0.0 0.2 0.0
H -0.636081 4.737783 4.844663 0.1 0.0 0.1
H -0.319906 -0.689936 4.694504 -0.1 0.0 0.0
H 3.185825 -3.348564 0.143894 -0.1 0.0 0.0
H 2.349799 1.791411 -3.505884 0.0 0.0 0.0
H 3.831256 -3.896304 -1.942875 -0.1 0.0 -0.1
H 4.451203 -3.129708 -3.399498 -0.1 0.0 0.0
H 5.509567 -2.623082 -0.570772 0.0 0.0 0.1
H 6.297394 -3.600742 -1.810553 0.1 -0.1 0.0
H 6.111950 -1.861427 -2.040932 0.1 0.1 0.0
H 4.129286 0.640317 -4.274530 0.1 0.0 0.0
H 4.777531 -1.001056 -4.316048 0.0 0.1 0.0
H 1.981333 -0.204502 -5.289545 -0.1 0.0 0.0
H 3.389368 -0.520342 -6.308405 0.0 0.0 -0.1
H 2.676295 -1.823168 -5.363251 -0.1 -0.1 0.0
H 1.423112 -3.918081 5.133222 0.1 0.1 0.1
H 0.700187 -2.369645 5.564260 0.1 0.0 0.0
H -0.654584 -4.556533 3.909378 0.0 -0.1 -0.1
H -1.007934 -4.186879 5.592990 -0.1 0.0 0.1
H -1.389178 -3.011098 4.329200 -0.1 0.0 0.0
H 3.591693 -4.432359 2.084899 0.0 0.0 0.2
H 2.677901 -4.875605 3.543210 0.2 0.1 0.0
H 1.646237 -5.169528 0.675611 0.0 0.0 -0.1
H 2.245060 -6.473752 1.709118 0.0 -0.1 -0.1
H 0.765564 -5.615622 2.136233 -0.1 0.0 0.0
H -1.077409 0.924734 5.969269 0.0 0.1 0.1
H -1.979237 2.436779 5.915582 0.1 0.0 0.1
H -3.053065 -0.267642 4.955916 0.0 -0.1 -0.1
H -3.453253 0.531782 6.472832 -0.1 -0.1 0.1
H -3.944372 1.252640 4.942622 -0.1 0.0 -0.1
C -4.488962 -3.481588 -4.822567 0.0 -0.1 -0.2
C -4.206875 -2.730011 -3.579597 -0.3 0.0 0.5
C -4.959116 -2.786355 -2.430931 0.2 0.1 -0.1
C -4.540193 -2.054207 -1.302808 0.0 -0.3 -0.6
N -3.431275 -1.324286 -1.323894 -0.1 0.1 0.4
C -2.714366 -1.263959 -2.434999 0.0 -0.1 0.0
S -1.288595 -0.373375 -2.586643 0.8 0.5 0.1
N -3.106902 -1.949107 -3.553044 -0.1 0.0 0.2
C -5.330338 -2.115778 -0.049313 -0.1 0.0 0.2
H -5.459751 -3.962997 -4.776195 -0.1 0.0 0.0
H -3.730781 -4.252705 -4.968401 0.0 0.0 0.0
H -4.461059 -2.827673 -5.693202 0.0 0.1 0.0
H -5.848299 -3.389833 -2.399248 -0.1 -0.1 0.0
H -2.520415 -1.865702 -4.376030 0.0 0.0 0.1
H -6.269923 -2.637826 -0.203208 0.0 0.0 0.0
H -5.527396 -1.116480 0.330343 0.0 0.1 0.0
H -4.761544 -2.640930 0.716350 0.1 -0.1 0.0
```
Positions in Å, forces in eV/Å.

Summary:
Lowest unoccupied orbital energy (alpha / beta) in eV: -7.70 / -7.29
Net charge: +2
Energy in eV: -69994.265

Atom charges from the Mulliken analysis, given in e for atoms 1 to 2: 0.9508, -1.0739